No. 1
Formula: C2ClN4O18Zr2
Source: the OMol25 dataset
Level of theory: the ωB97M-V functional and the def2-TZVPD basis

Each line ends with the Löwdin charge.
Cartesian coordinates (Å):
1 Zr 2.844 1.994 -0.025  1.81
2 Zr -3.237 0.381 0.194  2.16
3 C -1.905 -0.301 -2.777  -0.80
4 O -1.221 -1.259 -2.396  0.08
5 O -2.707 -0.508 -3.796  -0.03
6 O -2.468 0.353 -1.783  -0.25
7 C -2.406 -2.624 0.747  -0.65
8 O -2.149 -1.317 0.862  -0.22
9 O -1.527 -3.123 -0.141  0.08
10 O -3.529 -2.925 0.299  0.04
11 Cl 0.106 0.083 3.824  -0.38
12 N -3.336 1.488 2.934  -0.48
13 O -3.872 0.453 2.406  -0.18
14 O -3.266 1.866 4.102  0.15
15 O -2.977 2.012 1.889  -0.14
16 N 3.753 0.874 -3.203  -0.57
17 O 3.904 -0.316 -3.553  0.04
18 O 4.171 1.753 -3.923  0.03
19 O 3.144 1.053 -2.098  -0.21
20 N 0.158 0.779 0.267  -0.42
21 O -0.990 0.916 0.611  -0.08
22 O 0.784 1.349 -0.690  -0.16
23 O 1.031 0.815 1.108  -0.15
24 N 3.901 -1.063 1.159  -0.47
25 O 3.698 0.097 0.647  -0.27
26 O 2.994 -1.594 1.845  0.06
27 O 5.100 -1.234 1.492  0.01

Output
Charge: -1
DFT total energy, eV: -59945.776
Multiplicity: 1
Highest occupied orbital energy, eV: -5.1
LUMO, eV: -2.72
HOMO-LUMO gap, eV: 2.339

---

No. 2
Formula: C2H2NO3S
Source: the OMol25 dataset
Level of theory: the ωB97M-V functional and the def2-TZVPD basis

Each line ends with the Löwdin charge.
Cartesian coordinates (Å):
1 C 1.290 -1.120 1.005  -0.56
2 C -1.550 -1.314 -0.024  -0.57
3 N 0.181 -0.444 0.617  -0.10
4 O -1.775 -0.874 -1.070  0.15
5 O -1.714 -2.101 0.825  0.12
6 O 1.993 0.121 -1.056  -0.77
7 S 2.565 -0.824 0.013  0.65
8 H -0.445 -0.234 1.303  0.04
9 H 0.316 0.233 -0.082  0.04

Output
Charge: -1
Energy above the lowest of the compared OMol25 structures with the same formula, charge and spin, eV: 1.987
DFT total energy, eV: -20573.629
Multiplicity: 1
Highest occupied orbital energy, eV: -3.3
LUMO, eV: 3.69
HOMO-LUMO gap, eV: 7.009

---

No. 3
Formula: C2H5N3OS
Source: the OMol25 dataset
Level of theory: the ωB97M-V functional and the def2-TZVPD basis

Each line ends with the Löwdin charge.
Cartesian coordinates (Å):
1 C 1.432 -0.678 2.431  0.00
2 N 0.632 -0.986 1.496  0.01
3 O 0.695 0.046 0.519  -0.15
4 C -0.343 0.060 -0.431  -0.87
5 S -1.664 -0.932 -0.534  0.62
6 N -0.075 0.944 -1.388  -0.10
7 N 0.800 2.043 -1.427  0.05
8 H 1.945 0.298 2.435  0.09
9 H 1.511 -1.426 3.229  0.09
10 H -0.774 1.024 -2.102  0.11
11 H 0.606 2.627 -0.625  0.08
12 H 1.743 1.719 -1.317  0.07

Output
Structure (SMILES): C=NOC(=S)NN
Energy above the lowest of the compared OMol25 structures with the same formula, charge and spin, eV: 3.889
DFT total energy, eV: -19505.062
Multiplicity: 1
Highest occupied orbital energy, eV: -8.5
LUMO, eV: 0.65
HOMO-LUMO gap, eV: 9.179

---

No. 4
Formula: C7H28Fe2O19S3
Source: the OMol25 dataset
Level of theory: the ωB97M-V functional and the def2-TZVPD basis

Each line ends with the Löwdin spin population.
Cartesian coordinates (Å):
1 Fe -1.895 1.846 -1.299  4.20
2 Fe -0.771 -1.233 2.127  4.17
3 S 0.327 -0.306 -0.209  0.03
4 O -0.603 -1.352 0.257  0.27
5 O -0.447 0.659 -0.965  0.09
6 O 0.449 -0.004 1.172  0.19
7 O 1.511 -0.835 -0.862  0.03
8 S -0.280 3.682 -2.392  0.01
9 O -0.649 3.338 -1.045  0.16
10 O -1.137 2.614 -2.922  0.19
11 O -0.747 5.042 -2.734  0.03
12 O 1.065 3.408 -2.779  0.03
13 S -2.943 0.971 1.185  0.03
14 O -2.080 0.059 1.890  0.12
15 O -2.145 2.087 0.682  0.10
16 O -3.019 0.612 -0.240  0.11
17 O -4.287 1.077 1.748  0.04
18 C -0.371 1.413 4.134  0.00
19 O 0.225 0.162 3.717  0.04
20 H -0.922 1.849 3.301  0.00
21 H -1.012 1.277 5.005  0.00
22 H 0.396 2.170 4.299  0.00
23 H 0.987 0.015 4.283  0.00
24 C 1.528 3.160 1.275  0.00
25 O 1.294 4.523 0.898  0.00
26 H 2.321 2.670 0.710  0.00
27 H 1.578 3.134 2.363  0.00
28 H 0.762 2.439 0.989  0.00
29 H 0.624 4.456 0.214  0.00
30 C -3.309 -3.108 1.432  0.00
31 O -1.919 -2.955 1.746  0.05
32 H -3.927 -2.393 1.976  0.00
33 H -3.589 -3.050 0.380  0.00
34 H -3.686 -4.084 1.738  0.00
35 H -1.521 -3.829 1.736  0.00
36 C -2.888 -0.716 -2.999  0.00
37 O -2.951 0.733 -2.814  0.04
38 H -2.431 -1.023 -3.939  0.00
39 H -2.336 -1.155 -2.167  0.00
40 H -3.853 -1.223 -3.020  0.00
41 H -3.523 1.003 -3.536  0.00
42 C 4.508 -0.147 -1.213  0.00
43 O 3.997 -0.988 -0.158  0.00
44 H 5.563 0.046 -1.019  0.00
45 H 4.420 -0.441 -2.259  0.00
46 H 3.913 0.762 -1.121  0.00
47 H 3.065 -1.059 -0.373  0.00
48 C 1.833 -2.860 1.900  0.00
49 O 0.697 -2.553 2.649  0.05
50 H 2.646 -2.185 2.167  0.00
51 H 2.144 -3.893 2.051  0.00
52 H 1.554 -2.796 0.848  0.00
53 H 0.853 -2.777 3.569  0.00
54 C 1.833 -1.204 -4.050  0.00
55 O 1.669 -2.335 -3.171  0.00
56 H 2.661 -0.618 -3.651  0.00
57 H 2.211 -1.470 -5.037  0.00
58 H 0.998 -0.526 -4.222  0.00
59 H 1.608 -2.094 -2.243  0.00

Output
Energy above the lowest of the compared OMol25 structures with the same formula, charge and spin, eV: 6.199
DFT total energy, eV: -147889.181
Multiplicity: 11
⟨S²⟩: 30.018
Highest occupied orbital energy (spin up / spin down), eV: -8.5 / -8.4
LUMO (spin up / spin down), eV: -1.65 / -2.90
HOMO-LUMO gap (spin up / spin down), eV: 6.818 / 5.518

---

No. 5
Formula: CH4FO3P2S
Source: the OMol25 dataset
Level of theory: the ωB97M-V functional and the def2-TZVPD basis

Each line ends with the Löwdin charge.
Cartesian coordinates (Å):
1 C 0.929 0.069 1.089  -0.43
2 O -1.669 -0.774 0.421  -0.56
3 O -1.408 1.617 -0.186  -0.41
4 O -2.794 0.122 -1.494  -0.44
5 F 2.086 -1.807 -0.136  -0.51
6 P 0.092 -0.475 -1.759  0.58
7 P 0.466 -1.404 0.231  0.61
8 S -1.627 0.273 -0.621  0.09
9 H 1.191 -0.023 2.199  0.05
10 H -0.012 0.739 0.962  0.01
11 H 1.671 0.782 0.703  0.02
12 H 1.076 0.881 -1.410  -0.02

Output
Charge: -1
Energy above the lowest of the compared OMol25 structures with the same formula, charge and spin, eV: 0.000
DFT total energy, eV: -39376.012
Multiplicity: 1
Highest occupied orbital energy, eV: -5.0
LUMO, eV: 3.99
HOMO-LUMO gap, eV: 9.012

---

No. 6
Formula: C4H12O3
Source: the OMol25 dataset
Level of theory: the ωB97M-V functional and the def2-TZVPD basis

Each line ends with the Löwdin charge.
Cartesian coordinates (Å):
1 C -0.642 -1.885 -0.034  -0.04
2 C -0.069 -1.022 -1.126  -0.29
3 O -0.762 -0.099 -1.655  -0.04
4 H -1.234 -1.299 0.668  0.07
5 H 0.140 -2.420 0.504  0.08
6 H -1.303 -2.622 -0.499  0.09
7 H 0.687 -1.498 -1.758  0.13
8 C 1.699 -0.023 -0.004  -0.23
9 O 2.322 0.684 -1.056  -0.10
10 H 2.095 -1.036 -0.003  0.09
11 H 1.990 0.391 0.981  0.10
12 H 0.536 0.563 0.170  0.09
13 H 1.796 1.474 -1.230  0.08
14 C -1.319 1.578 1.208  -0.13
15 O -0.454 1.512 0.084  -0.22
16 H -1.742 2.581 1.286  0.08
17 H -2.141 0.858 1.127  0.08
18 H -0.755 1.364 2.120  0.08
19 H -0.842 0.900 -0.782  0.07

Output
Structure (SMILES): CC=O.CO.CO
Energy above the lowest of the compared OMol25 structures with the same formula, charge and spin, eV: 3.729
DFT total energy, eV: -10481.410
Multiplicity: 1
Highest occupied orbital energy, eV: -8.7
LUMO, eV: 0.81
HOMO-LUMO gap, eV: 9.473

---

Question: What is the multiplicity in the fifth record?
Answer: 1